15
Properties=species:S:1:pos:R:3 method="wB97M-V/def2-TZVPD" spin_multiplicity=1 homo_energy_ev="-13.05 / -13.05" charge=+1 gap_ev="6.360 / 6.363" de_lowest_kj_mol=594.1 molar_mass_da=85.1 fmax_ha_per_bohr=0.0657
H 1.01 -1.41 0.40
H -2.16 -0.04 1.16
N 0.82 -0.21 -2.27
N 0.90 -0.86 -3.17
C 0.93 0.93 1.23
C 0.07 -1.00 0.05
H -0.66 -1.72 0.38
H 0.08 -0.65 -1.07
C -1.51 0.80 1.04
C -0.13 0.39 0.70
H -1.32 1.41 1.95
H 1.02 1.75 1.96
H -1.82 1.47 0.29
H 1.97 0.84 1.07
H 0.80 -1.69 -3.72